Here is a cluster of 3 separate species, C5H17N3O in total in a non-equilibrium geometry from OMol25. Energies are from ωB97M-V/def2-TZVPD.

For the HOMO-LUMO gap, the calculation gives 0.2912 Eh. The value obtained for the molecular weight is 135.21 Da.

Each line ends with the Mulliken charge.
CARTESIAN COORDINATES (ANGSTROEM)
C1 2.022 -0.329 0.548  -0.03
C2 2.801 0.742 -0.218  -1.19
N1 1.657 0.197 1.853  -0.74
O1 0.924 -0.745 -0.225  -0.81
H1 -0.468 -0.119 -0.154  -0.08
H2 2.681 -1.191 0.730  0.46
H3 1.133 -0.501 2.371  0.27
H4 1.041 0.996 1.738  0.34
H5 3.110 0.346 -1.185  0.29
H6 3.685 1.049 0.340  0.38
H7 2.166 1.615 -0.389  0.23
C3 -1.466 0.628 -0.164  0.44
C4 -1.611 -1.883 -1.098  -0.42
C5 -2.000 0.498 1.265  -1.05
N2 -0.810 1.912 -0.385  -0.63
N3 -0.515 -2.059 -1.776  -0.36
H8 -2.335 0.543 -0.827  0.35
H9 0.047 1.810 -0.916  0.16
H10 -1.413 2.592 -0.830  0.22
H11 -0.531 -1.814 -2.758  0.26
H12 0.468 -1.623 -1.156  0.43
H13 -2.586 -1.905 -1.574  0.37
H14 -1.566 -2.171 -0.059  0.33
H15 -1.186 0.520 1.986  0.12
H16 -2.570 -0.426 1.376  0.29
H17 -2.678 1.320 1.508  0.37

Here is the molecule C3H3F6N3O3 in a non-equilibrium geometry from OMol25. Energies are from ωB97M-V/def2-TZVPD.

For the HOMO-LUMO gap (spin up / spin down), the calculation gives 0.3134 / 0.2683 Eh. As for the spin multiplicity: 3. The value obtained for the molecular weight is 243.06 Da.

Each line ends with the Löwdin spin population.
CARTESIAN COORDINATES (ANGSTROEM)
C1 1.875 -0.813 -0.141  0.00
C2 -0.538 -0.746 -0.392  0.00
C3 -0.445 0.481 -1.472  0.04
N1 -0.699 -0.326 2.285  0.00
N2 -1.069 -0.311 1.053  0.04
N3 0.377 1.700 -0.974  0.47
O1 0.812 2.456 -1.754  0.48
O2 0.553 1.712 0.243  0.91
O3 0.580 -1.407 -0.149  0.00
F1 0.266 0.072 -2.537  0.02
F2 -1.616 0.880 -1.948  0.03
F3 -1.093 0.905 2.900  0.00
F4 -1.485 -1.245 3.020  0.00
F5 -1.476 -1.561 -0.941  0.00
F6 -2.520 -0.003 0.982  0.00
H1 1.773 -0.106 0.771  0.00
H2 2.015 -0.187 -1.062  0.00
H3 2.691 -1.502 0.116  0.00

Here is a structure of composition C4H8N3O2 in a non-equilibrium geometry from OMol25. Energies are from ωB97M-V/def2-TZVPD.

For the HOMO-LUMO gap, the calculation gives 0.3133 Eh. The value obtained for the molecular weight is 130.13 Da. Its total charge is +1.

Each line ends with the Mulliken charge.
CARTESIAN COORDINATES (ANGSTROEM)
C1 -0.524 0.001 1.289  -0.70
C2 -0.370 -1.049 -0.879  -0.60
C3 -1.406 -0.395 0.075  -0.03
C4 0.160 0.853 0.269  0.64
N1 -0.692 1.817 -0.263  -0.31
N2 0.653 -0.005 -0.808  -0.28
N3 2.016 -0.142 -0.433  0.23
O1 -1.785 0.883 -0.476  -0.26
O2 2.149 0.931 0.424  -0.47
H1 -1.059 0.547 2.061  0.30
H2 0.048 -0.818 1.707  0.26
H3 -0.045 -2.028 -0.514  0.36
H4 -0.734 -1.125 -1.904  0.31
H5 -2.317 -0.950 0.269  0.50
H6 -1.018 2.536 0.385  0.32
H7 2.282 -1.027 0.053  0.37
H8 2.643 -0.030 -1.255  0.35

Here is a structure of composition C36H40BrN11O2S2Yb in a non-equilibrium geometry from OMol25. Energies are from ωB97M-V/def2-TZVPD.

For the HOMO-LUMO gap (spin up / spin down), the calculation gives 0.2605 / 0.2602 Eh. As for the spin multiplicity: 2. The value obtained for the molecular weight is 975.87 Da. Its total charge is +1.

Each line ends with the Löwdin spin population.
CARTESIAN COORDINATES (ANGSTROEM)
Yb1 0.379 0.920 -0.642  1.00
C1 -0.946 -2.351 -0.801  0.00
N1 -1.381 -1.071 -0.254  0.00
C2 -2.809 -0.824 -0.184  0.00
C3 -3.420 0.258 -1.035  0.00
N2 -2.952 1.005 -2.014  0.00
C4 -3.974 1.882 -2.422  0.00
C5 -3.980 2.861 -3.404  0.00
C6 -5.160 3.559 -3.567  0.00
C7 -6.292 3.287 -2.779  0.00
C8 -6.279 2.310 -1.804  0.00
C9 -5.087 1.615 -1.646  0.00
N3 -4.701 0.590 -0.793  0.00
C10 0.154 -2.166 -1.800  0.00
N4 0.771 -1.037 -2.006  0.00
C11 1.676 -1.279 -3.052  0.00
C12 2.528 -0.418 -3.741  0.00
C13 3.300 -0.955 -4.754  0.00
C14 3.222 -2.314 -5.096  0.00
C15 2.352 -3.169 -4.448  0.00
C16 1.583 -2.617 -3.431  0.00
N5 0.596 -3.154 -2.612  0.00
H1 -1.774 -2.876 -1.281  0.00
H2 -0.578 -2.993 0.006  0.00
H3 -1.041 -1.007 0.703  0.00
H4 -3.034 -0.519 0.841  0.00
H5 -3.386 -1.735 -0.372  0.00
H6 -3.098 3.050 -4.001  0.00
H7 -5.219 4.333 -4.321  0.00
H8 -7.198 3.856 -2.941  0.00
H9 -7.152 2.098 -1.200  0.00
H10 -5.263 0.179 -0.067  0.00
H11 2.559 0.641 -3.519  0.00
H12 3.972 -0.311 -5.307  0.00
H13 3.845 -2.695 -5.895  0.00
H14 2.269 -4.211 -4.729  0.00
H15 0.258 -4.100 -2.629  0.00
N6 -1.485 4.004 -0.531  0.00
C17 -0.765 2.959 -0.132  0.00
S1 -1.404 0.980 -2.816  0.00
N7 -1.395 2.101 0.665  0.00
N8 -0.642 1.154 1.273  0.00
C18 0.455 1.451 1.890  0.00
C19 1.264 0.302 2.356  0.00
C20 2.171 0.483 3.322  0.00
C21 2.857 -0.527 4.128  0.00
C22 2.646 -1.846 4.221  0.00
C23 1.680 -2.675 3.425  0.00
N9 0.938 -0.943 1.719  0.00
H16 -1.155 4.571 -1.290  0.00
H17 -2.409 4.184 -0.165  0.00
H18 0.702 2.473 2.162  0.00
H19 2.355 1.512 3.618  0.00
H20 3.606 -0.126 4.804  0.00
H21 3.251 -2.395 4.933  0.00
H22 1.734 -3.711 3.743  0.00
C24 -0.732 -1.704 5.587  0.00
C25 -0.764 -2.736 4.445  0.00
C26 -2.175 -2.790 3.854  0.00
C27 -0.385 -4.113 4.996  0.00
C28 0.226 -2.247 3.395  0.00
N10 -0.166 -1.447 2.476  0.00
H23 -1.399 -2.024 6.393  0.00
H24 -1.061 -0.728 5.227  0.00
H25 0.274 -1.598 6.001  0.00
H26 -2.881 -3.094 4.630  0.00
H27 -2.229 -3.513 3.035  0.00
H28 -2.474 -1.815 3.471  0.00
H29 -1.149 -4.442 5.703  0.00
H30 0.566 -4.091 5.535  0.00
H31 -0.321 -4.865 4.203  0.00
Br1 6.471 5.098 -2.842  0.00
C29 5.891 3.397 -2.280  0.00
C30 6.797 2.347 -2.210  0.00
N11 6.449 1.120 -1.821  0.00
C31 5.181 0.917 -1.473  0.00
C32 4.215 1.912 -1.518  0.00
C33 4.572 3.182 -1.943  0.00
C34 2.808 1.600 -1.164  0.00
O1 1.861 2.247 -1.688  0.00
O2 2.557 0.658 -0.341  0.00
H32 7.834 2.502 -2.481  0.00
H33 4.911 -0.084 -1.159  0.00
H34 3.834 3.971 -2.006  0.00
C35 3.618 -1.787 1.283  0.00
S2 2.152 -2.744 1.643  0.00
C36 3.114 -4.326 1.824  0.00
H35 4.242 -1.746 2.174  0.00
H36 3.333 -0.796 0.952  0.00
H37 4.137 -2.323 0.489  0.00
H38 3.583 -4.551 0.865  0.00
H39 2.407 -5.123 2.064  0.00
H40 3.882 -4.264 2.599  0.00

Here is a cluster of 6 separate species, C43H78F2IN7O6PSi in total in a non-equilibrium geometry from OMol25. Energies are from ωB97M-V/def2-TZVPD.

For the HOMO-LUMO gap, the calculation gives 0.2402 Eh. The value obtained for the molecular weight is 1013.10 Da. Its total charge is +1.

Each line ends with the Mulliken charge.
CARTESIAN COORDINATES (ANGSTROEM)
C1 2.615 -0.534 -1.435  -0.52
C2 2.050 -0.870 0.014  -0.95
C3 0.525 -0.453 0.191  -1.04
C4 -0.108 0.208 -1.096  1.60
C5 -0.721 -0.613 -2.176  -0.07
C6 -0.699 -2.186 -2.134  0.14
F1 -0.303 -2.761 -3.353  -0.41
F2 0.335 -2.694 -1.319  -0.33
C7 -2.097 -2.686 -1.633  0.30
C8 -2.087 -3.704 -0.435  -0.77
Si1 -3.653 -3.612 0.689  -0.26
C9 -3.052 -4.015 2.476  -1.05
C10 -5.011 -4.849 0.212  -0.97
C11 -4.428 -1.883 0.777  1.34
C12 -5.756 -1.661 0.206  -0.61
C13 -6.420 -0.311 0.189  -0.49
C14 -5.759 0.855 0.742  -0.67
C15 -4.422 0.642 1.346  -0.56
C16 -3.769 -0.680 1.367  -0.18
C17 -1.381 0.190 -3.271  0.65
P1 -2.199 -0.953 -4.584  0.08
C18 -1.798 -0.316 -6.329  -0.96
C19 -4.096 -0.981 -4.329  -0.85
C20 -4.549 -0.712 -2.841  -0.55
C21 -1.352 1.664 -3.311  0.85
C22 -2.015 2.539 -4.397  -2.03
I1 -0.675 3.055 -6.064  0.13
C23 -3.493 2.252 -4.829  -0.26
C24 -4.491 2.389 -3.586  -1.17
N1 -0.652 2.338 -2.301  0.74
C25 -0.446 3.804 -2.272  -1.23
N2 -1.299 4.513 -1.329  -0.25
C26 -0.077 1.682 -1.220  0.05
C27 0.639 2.416 -0.051  -1.17
C28 -0.422 2.589 1.137  -0.24
O1 -1.354 1.829 1.195  -0.29
H1 3.680 -0.871 -1.547  0.30
H2 2.587 0.571 -1.628  0.09
H3 2.025 -1.116 -2.196  0.09
H4 2.700 -0.478 0.836  0.43
H5 2.072 -1.996 0.065  0.36
H6 0.443 0.189 1.097  0.66
H7 -0.152 -1.329 0.406  -0.28
H8 -2.619 -3.149 -2.509  0.63
H9 -2.657 -1.774 -1.284  -0.89
H10 -1.221 -3.633 0.268  0.35
H11 -2.098 -4.754 -0.855  0.50
H12 -2.163 -3.337 2.651  0.29
H13 -2.753 -5.089 2.571  0.35
H14 -3.845 -3.696 3.199  0.28
H15 -4.662 -5.911 0.196  0.36
H16 -5.794 -4.789 1.028  0.24
H17 -5.549 -4.536 -0.726  0.32
H18 -6.311 -2.504 -0.267  0.05
H19 -7.425 -0.177 -0.288  0.41
H20 -6.243 1.855 0.691  0.42
H21 -3.929 1.558 1.751  0.38
H22 -2.748 -0.755 1.810  0.24
H23 -0.805 0.185 -6.384  0.24
H24 -1.655 -1.284 -6.901  0.46
H25 -2.641 0.197 -6.843  0.35
H26 -4.664 -0.438 -5.121  0.52
H27 -4.333 -2.074 -4.506  0.61
H28 -5.626 -0.381 -2.867  0.70
H29 -4.572 -1.686 -2.280  0.02
H30 -3.953 0.054 -2.291  -0.24
H31 -2.184 3.567 -3.958  0.67
H32 -3.777 3.148 -5.463  0.60
H33 -3.682 1.384 -5.483  0.03
H34 -4.796 3.460 -3.485  0.45
H35 -5.437 1.807 -3.760  0.30
H36 -3.982 2.066 -2.636  0.15
H37 -0.575 4.300 -3.277  0.39
H38 0.667 3.956 -2.109  0.30
H39 -0.873 5.364 -0.947  0.43
H40 -1.716 3.918 -0.617  0.25
H41 1.001 3.449 -0.260  0.52
H42 1.546 1.863 0.330  0.43
H43 -0.221 3.404 1.900  0.31
C29 6.651 -1.190 -3.849  -1.40
C30 6.850 -1.983 -2.584  0.79
O2 7.187 -1.454 -1.531  -0.59
N3 6.643 -3.324 -2.633  -0.16
C31 6.244 -4.130 -3.770  -0.87
H44 6.853 -0.139 -3.652  0.28
H45 7.341 -1.536 -4.621  0.43
H46 5.620 -1.286 -4.193  0.38
H47 6.796 -3.785 -1.748  0.22
H48 5.307 -4.634 -3.526  0.28
H49 7.014 -4.882 -3.950  0.29
H50 6.108 -3.532 -4.667  0.34
C32 -10.418 -3.549 2.269  -1.38
C33 -9.450 -2.443 1.939  0.93
O3 -9.590 -1.726 0.959  -0.64
N4 -8.390 -2.253 2.772  -0.08
C34 -8.055 -2.992 3.972  -0.84
H51 -11.203 -3.574 1.517  0.32
H52 -9.905 -4.512 2.267  0.33
H53 -10.877 -3.370 3.243  0.37
H54 -7.783 -1.499 2.484  0.14
H55 -8.028 -2.295 4.812  0.31
H56 -7.062 -3.430 3.844  0.20
H57 -8.772 -3.781 4.181  0.36
C35 9.536 0.361 3.310  -1.35
C36 8.905 -1.007 3.315  0.76
O4 8.714 -1.630 4.352  -0.67
N5 8.543 -1.542 2.122  -0.11
C37 8.683 -0.965 0.796  -0.72
H58 9.769 0.653 4.333  0.31
H59 10.464 0.345 2.736  0.44
H60 8.845 1.094 2.890  0.36
H61 8.127 -2.458 2.204  0.22
H62 7.698 -0.891 0.350  0.32
H63 9.298 -1.633 0.191  0.19
H64 9.142 0.020 0.826  0.30
C38 1.672 6.946 1.295  -1.21
C39 0.845 7.500 0.165  0.76
O5 -0.208 6.974 -0.194  -0.78
N6 1.292 8.611 -0.462  -0.15
C40 2.497 9.373 -0.191  -0.83
H65 1.186 6.059 1.695  0.13
H66 2.663 6.665 0.934  0.38
H67 1.758 7.683 2.095  0.44
H68 0.685 8.923 -1.207  0.25
H69 2.211 10.396 0.059  0.29
H70 3.109 9.386 -1.094  0.29
H71 3.072 8.950 0.628  0.33
C41 7.181 -0.347 6.507  -1.01
C42 5.957 0.235 7.162  0.64
O6 5.535 1.350 6.885  -0.68
N7 5.312 -0.523 8.091  -0.15
C43 5.650 -1.854 8.553  -0.77
H72 7.584 0.368 5.795  0.16
H73 7.947 -0.555 7.257  0.33
H74 6.923 -1.260 5.970  0.39
H75 4.502 -0.069 8.486  0.23
H76 4.805 -2.517 8.353  0.26
H77 5.821 -1.815 9.631  0.28
H78 6.537 -2.244 8.061  0.31

Here is a structure of composition C6H8N2O in a non-equilibrium geometry from OMol25. Energies are from ωB97M-V/def2-TZVPD.

For the HOMO-LUMO gap, the calculation gives 0.3697 Eh. The value obtained for the molecular weight is 124.14 Da.

Each line ends with the Mulliken charge.
CARTESIAN COORDINATES (ANGSTROEM)
N1 2.654 -0.914 0.656  -0.68
C1 1.676 -0.257 0.498  -0.09
C2 0.254 -0.026 0.415  0.78
N2 -0.353 1.306 0.560  -0.61
C3 -1.652 0.566 0.696  -0.12
C4 -1.889 0.048 -0.737  -0.60
C5 -0.700 -0.862 -0.467  -0.39
C6 -0.900 -0.780 1.020  -0.50
H1 -0.102 1.664 1.482  0.29
H2 -2.431 1.053 1.287  0.46
H3 -2.814 -0.537 -0.800  0.32
H4 -1.838 0.785 -1.551  0.31
H5 -0.316 -1.699 -1.049  0.45
H6 -0.949 -1.528 1.808  0.42
O1 3.238 0.753 -1.252  -0.74
H7 2.497 0.562 -1.867  0.31
H8 3.625 -0.135 -0.697  0.41

Here is a structure of composition C37H39N3O4SSiW in a non-equilibrium geometry from OMol25. Energies are from ωB97M-V/def2-TZVPD.

For the HOMO-LUMO gap (spin up / spin down), the calculation gives 0.2274 / 0.2349 Eh. The value obtained for the molecular weight is 833.73 Da. Its total charge is +2.

Each line ends with the Mulliken charge.
CARTESIAN COORDINATES (ANGSTROEM)
W1 0.152 0.101 0.497  -1.15
O1 2.310 -0.297 0.340  -0.48
C1 3.068 -0.288 1.608  2.54
C2 2.011 -0.560 2.689  -0.26
O2 2.284 -0.770 3.816  -0.53
O3 0.718 -0.533 2.230  -0.26
C3 3.687 1.091 1.831  -0.31
C4 3.637 2.081 0.855  -0.07
C5 4.262 3.306 1.063  -0.95
C6 4.931 3.557 2.252  -0.57
C7 4.968 2.576 3.239  -0.95
C8 4.352 1.351 3.032  -0.16
C9 4.047 -1.453 1.564  0.02
C10 5.415 -1.292 1.734  -0.45
C11 6.257 -2.403 1.704  -1.01
C12 5.739 -3.670 1.494  -0.60
C13 4.369 -3.835 1.297  -0.95
C14 3.532 -2.733 1.339  0.20
H1 2.958 -0.289 -0.370  0.45
H2 3.129 1.920 -0.083  0.27
H3 4.241 4.060 0.282  0.47
H4 5.431 4.505 2.407  0.45
H5 5.495 2.760 4.170  0.45
H6 4.386 0.590 3.805  0.58
H7 5.835 -0.304 1.884  0.49
H8 7.325 -2.270 1.842  0.45
H9 6.396 -4.534 1.485  0.42
H10 3.962 -4.826 1.119  0.47
H11 2.465 -2.867 1.201  0.21
C15 -1.720 3.901 0.981  -0.77
Si1 -0.223 3.069 1.639  0.49
C16 -0.735 1.966 3.038  -0.70
C17 1.061 4.182 2.307  -0.93
N1 0.396 1.999 0.287  0.67
C18 0.324 2.391 -1.083  0.49
C19 0.703 3.617 -1.586  0.00
C20 0.607 3.846 -2.957  -0.75
C21 0.154 2.855 -3.816  -0.76
C22 -0.234 1.620 -3.308  -1.29
C23 -0.161 1.413 -1.947  -0.42
H12 -2.197 4.481 1.781  0.45
H13 -2.440 3.168 0.604  -0.03
H14 -1.489 4.591 0.162  0.37
H15 -1.354 2.593 3.696  0.53
H16 0.117 1.636 3.633  0.27
H17 -1.324 1.098 2.797  0.05
H18 0.634 4.734 3.157  0.40
H19 1.411 4.920 1.574  0.32
H20 1.929 3.618 2.663  0.15
H21 1.080 4.387 -0.916  0.44
H22 0.895 4.812 -3.358  0.46
H23 0.087 3.045 -4.880  0.45
H24 -0.608 0.848 -3.973  0.51
H25 -0.602 0.505 -1.525  1.32
C24 -3.475 -6.160 0.135  -1.65
C25 -3.444 -4.667 0.354  0.63
C26 -3.183 -3.785 -0.704  -0.71
C27 -3.152 -2.416 -0.506  -0.58
C28 -3.403 -1.915 0.766  0.93
C29 -3.662 -2.763 1.840  -0.45
C30 -3.684 -4.135 1.623  -0.69
S1 -3.262 -0.195 1.097  0.25
C31 -4.458 0.471 -0.015  -1.13
O4 -1.942 0.219 0.408  -0.06
H26 -3.210 -6.428 -0.886  0.38
H27 -4.474 -6.552 0.341  0.44
H28 -2.791 -6.669 0.818  0.36
H29 -3.011 -4.184 -1.700  0.43
H30 -2.925 -1.752 -1.333  0.26
H31 -3.847 -2.356 2.832  0.49
H32 -3.894 -4.806 2.453  0.45
H33 -4.326 0.037 -1.004  0.37
H34 -4.331 1.554 -0.038  0.40
H35 -5.440 0.218 0.396  0.46
N2 0.628 -7.016 -1.231  -0.40
C32 0.555 -5.881 -1.062  -0.54
C33 0.430 -4.454 -0.821  0.67
C34 -0.165 -4.004 0.341  -0.89
C35 -0.321 -2.647 0.528  -0.49
N3 0.108 -1.748 -0.382  1.24
C36 0.704 -2.190 -1.485  -0.30
C37 0.880 -3.528 -1.746  -0.96
H36 -0.498 -4.700 1.104  0.67
H37 -0.809 -2.274 1.405  0.77
H38 1.041 -1.432 -2.170  0.55
H39 1.377 -3.846 -2.656  0.61